No. 1
115
Properties=species:S:1:pos:R:3:forces:R:3:mulliken_charge:R:1 method="wB97M-V/def2-TZVPD" max_force_ev_per_a=9.3 homo_ev=-7.95 lumo_energy_ev=-1.0 smiles="Cc1ccc(C(C)C)c(OCc2cc(COO)cc3c2Nc2ccc(OC(=O)c4ccccc4)cc2S3)c1.Fc1ccccc1.Fc1ccccc1.Fc1ccccc1.Fc1ccccc1" spin_multiplicity=1 gap_ev=6.917
C -6.2661 -2.7210 0.0617 1.257 1.247 0.094 -0.88
C -4.7741 -2.7297 0.8150 3.012 -0.046 2.030 0.55
C -4.7381 -2.5339 2.4444 4.232 -0.331 -2.042 -0.48
C -3.2659 -2.5038 3.2145 -0.851 -0.467 -3.825 -0.70
C -1.8089 -2.6452 2.4054 -3.102 -0.118 -1.330 0.29
C -0.4495 -2.5498 3.3276 0.001 -0.055 0.592 0.23
C 0.0196 -0.9707 3.5499 -0.960 -0.080 0.965 -0.88
C 0.7900 -3.4989 2.8267 0.055 0.513 -0.769 -0.62
C -1.8659 -2.8617 0.7812 -3.263 0.581 1.998 0.63
O -0.6344 -2.9829 -0.0159 -2.675 1.764 0.378 -0.42
C -0.6432 -2.0279 -1.1615 -0.354 1.533 -1.188 -0.67
C -0.9404 -0.4668 -0.7086 0.113 3.900 1.264 0.38
C -2.4277 0.2665 -0.7763 2.028 1.495 1.134 -0.25
C -2.7517 1.8014 -0.2983 3.948 -1.626 0.622 0.56
C -4.2786 2.4091 -0.4251 2.014 0.812 -0.841 -0.40
O -4.7225 2.1385 -1.8330 -2.781 -1.077 4.023 -0.19
O -3.7780 2.5403 -2.6727 2.360 2.542 -3.265 -0.34
C -1.5019 2.7097 0.2618 0.893 -3.982 -1.282 -0.75
C -0.0106 2.0311 0.3154 -1.938 -2.373 -1.529 0.29
C 0.3337 0.4615 -0.1495 -4.055 1.525 -0.306 -0.59
N 1.7642 -0.0975 -0.0539 -0.595 2.631 0.040 -0.06
C 2.7636 0.8137 -0.7325 3.372 3.494 -2.127 -0.01
C 3.8862 0.3135 -1.8635 -0.576 3.754 1.244 -0.44
C 4.9592 1.3568 -2.5971 -2.275 0.766 2.369 -0.54
C 5.0174 2.9841 -2.2146 -3.339 -3.476 1.901 0.44
O 5.9833 3.8398 -2.9209 -2.301 1.139 2.605 -0.25
C 6.1196 5.1661 -2.2999 4.859 1.338 4.535 0.43
O 7.1953 5.3315 -1.4809 -7.359 -0.941 -5.639 -0.55
C 5.0416 6.4255 -2.5102 -2.923 2.635 -0.523 0.51
C 4.5256 7.3180 -1.1929 -1.521 1.210 -2.872 -0.30
C 3.4122 8.5574 -1.3390 0.784 -1.635 -3.108 -0.37
C 2.7306 8.9766 -2.7974 3.727 -3.951 0.324 -0.33
C 3.2750 8.0958 -4.1021 0.705 -0.333 3.548 -0.39
C 4.3872 6.8551 -3.9550 -1.300 1.715 2.606 -0.31
C 3.9228 3.4789 -1.0861 -0.139 -2.871 -0.869 0.06
C 2.8383 2.4468 -0.3771 1.823 -2.293 -2.678 0.17
S 1.5245 3.0146 0.8902 -0.171 -1.509 -2.165 -0.24
C -3.3447 -2.9033 0.0314 -0.075 0.313 2.855 -0.73
H -6.8176 -1.7638 0.5117 0.945 -2.353 -0.854 0.18
H -6.8582 -3.7194 0.2379 1.230 2.095 -0.333 0.30
H -6.1405 -2.4733 -1.0990 -0.188 -0.851 2.570 0.27
H -5.7189 -2.3948 3.0750 2.149 -0.320 -1.469 0.27
H -3.3086 -2.3755 4.3927 0.393 -0.296 -2.792 0.22
H -0.7566 -2.9395 4.4077 0.451 0.758 -2.346 0.31
H -0.6774 -0.5635 4.4270 1.482 -0.659 -1.954 0.34
H -0.1951 -0.3014 2.6121 0.651 -1.378 1.677 0.09
H 1.1278 -0.8772 3.9590 -2.241 -0.328 -1.119 0.30
H 1.4328 -2.8857 2.0449 -1.358 -1.338 1.460 0.15
H 0.3415 -4.4334 2.2783 1.098 1.723 1.169 -0.01
H 1.5391 -3.8170 3.6969 -1.932 0.714 -1.746 0.27
H -1.4487 -2.3267 -1.9800 1.570 0.555 1.910 0.29
H 0.4033 -2.0292 -1.7347 -2.183 -0.263 1.817 0.34
H -3.3535 -0.3591 -1.1938 2.371 1.479 1.039 0.20
H -5.0467 1.9643 0.3372 1.480 0.745 -1.787 0.23
H -4.1825 3.5925 -0.3661 -0.259 -2.467 0.327 0.27
H -4.1066 3.3671 -3.1702 0.262 -1.609 1.339 0.30
H -1.6025 3.8227 0.6262 0.107 -2.508 -0.882 0.20
H 2.0067 -0.1063 0.9831 -0.376 0.006 -1.612 0.44
H 3.8857 -0.8275 -2.1253 0.148 2.510 0.407 0.28
H 5.6690 0.8580 -3.4052 -1.586 1.458 1.957 0.26
H 4.9140 7.1136 -0.0923 -0.753 0.310 -2.740 0.32
H 3.0823 9.1846 -0.3779 0.949 -1.745 -2.291 0.26
H 1.9179 9.8382 -2.9115 2.067 -2.155 0.311 0.29
H 2.7851 8.3804 -5.1519 1.453 -0.943 2.479 0.26
H 4.6643 6.2919 -4.9556 -0.518 1.243 2.433 0.29
H 3.8589 4.6015 -0.7622 0.175 -2.434 -0.759 0.05
H -3.3333 -3.0630 -1.1517 -0.179 0.374 2.960 0.19
F 0.9908 -6.4793 3.7420 0.095 -0.016 -0.037 -0.19
C 0.8018 -6.5537 5.0662 -0.188 -0.060 1.213 0.30
C 1.8876 -6.4033 5.9218 0.028 0.028 -0.087 -0.40
C 1.6904 -6.4755 7.3008 -0.440 -0.074 -0.183 -0.45
C 0.4100 -6.7085 7.8088 0.060 0.015 -0.040 -0.46
C -0.6726 -6.8631 6.9416 0.420 0.084 -0.061 -0.51
C -0.4769 -6.7797 5.5633 -0.002 0.006 -0.105 -0.23
H 2.8761 -6.2313 5.5088 -0.111 -0.008 -0.002 0.41
H 2.5314 -6.3516 7.9784 -0.132 -0.030 -0.162 0.36
H 0.2574 -6.7692 8.8842 0.026 0.011 -0.212 0.36
H -1.6676 -7.0484 7.3392 0.175 0.047 -0.116 0.36
H -1.3087 -6.8886 4.8752 0.102 0.010 0.022 0.44
F -8.7198 -0.9777 2.9399 0.174 -0.137 0.125 -0.31
C -9.5874 -0.2587 2.2153 -0.729 0.603 -0.607 0.29
C -10.2590 -0.8608 1.1570 0.041 -0.052 0.027 -0.23
C -11.1662 -0.1139 0.4055 0.177 0.314 0.321 -0.37
C -11.3837 1.2311 0.7144 0.018 -0.064 -0.006 -0.44
C -10.7010 1.8277 1.7754 -0.003 -0.398 -0.166 -0.35
C -9.8023 1.0776 2.5336 0.067 -0.031 0.039 -0.47
H -10.0709 -1.9044 0.9266 0.002 0.094 0.066 0.40
H -11.7021 -0.5774 -0.4191 0.130 0.056 0.157 0.36
H -12.0881 1.8144 0.1252 0.140 -0.112 0.119 0.36
H -10.8689 2.8758 2.0113 0.046 -0.208 -0.008 0.36
H -9.2698 1.5231 3.3673 -0.021 -0.082 -0.077 0.41
F -1.6370 -7.4279 -2.0044 -0.209 0.040 -0.157 -0.31
C -0.5336 -7.6524 -1.2788 0.925 -0.170 0.637 0.27
C 0.5590 -8.2771 -1.8704 -0.050 0.015 -0.062 -0.48
C 1.7100 -8.5064 -1.1167 -0.290 0.203 0.317 -0.31
C 1.7516 -8.1180 0.2247 -0.028 -0.021 -0.117 -0.67
C 0.6480 -7.4963 0.8107 0.058 -0.119 -0.312 -0.10
C -0.4986 -7.2571 0.0537 -0.058 -0.014 -0.070 -0.48
H 0.5053 -8.5793 -2.9112 -0.033 0.056 0.095 0.41
H 2.5723 -8.9871 -1.5720 -0.181 0.073 0.046 0.36
H 2.6480 -8.3012 0.8134 -0.172 0.041 -0.101 0.40
H 0.6813 -7.1986 1.8560 -0.056 -0.103 -0.419 0.48
H -1.3622 -6.7669 0.4909 0.048 -0.025 -0.073 0.45
F 8.7265 8.3000 -8.6019 -0.004 0.078 -0.225 -0.32
C 8.7334 7.8562 -7.3379 0.003 -0.366 1.040 0.27
C 9.1548 8.7022 -6.3180 -0.006 0.033 -0.047 -0.36
C 9.1572 8.2422 -5.0012 -0.157 -0.371 -0.282 -0.43
C 8.7481 6.9363 -4.7201 0.009 0.042 0.039 -0.44
C 8.3316 6.0931 -5.7514 0.115 0.423 0.024 -0.35
C 8.3187 6.5571 -7.0666 -0.015 0.030 -0.092 -0.40
H 9.4770 9.7106 -6.5563 -0.051 -0.106 -0.023 0.40
H 9.4775 8.8983 -4.1956 -0.048 -0.106 -0.174 0.37
H 8.7544 6.5765 -3.6935 -0.013 0.057 -0.179 0.43
H 8.0175 5.0758 -5.5307 0.048 0.163 -0.059 0.42
H 7.9896 5.9180 -7.8793 0.060 0.089 0.038 0.41

---

No. 2
119
Properties=species:S:1:pos:R:3:forces:R:3:mulliken_charge:R:1 method="wB97M-V/def2-TZVPD" max_force_ev_per_a=3.5 homo_ev=-5.41 lumo_energy_ev=-2.3 spin_multiplicity=1 gap_ev=3.075
C -6.4731 3.3746 1.6464 0.118 0.087 -0.065 -0.85
C -6.8656 2.8293 0.4224 -0.180 -0.219 0.186 -0.44
C -6.5509 1.5058 0.0969 0.115 0.344 0.014 -0.49
C -5.7418 0.7943 0.9757 0.756 -0.293 -0.235 0.16
O -5.1232 -0.4093 0.5637 -0.703 -0.378 0.033 -0.27
P -3.8838 -0.5927 -0.4702 -1.299 -0.075 -0.733 0.97
O -3.8663 -2.1902 -0.7555 0.062 0.201 0.556 -0.23
C -4.5897 -3.2315 -0.1569 -0.262 0.156 -0.067 0.51
C -5.3060 -4.0900 -0.9901 -0.121 0.185 0.357 -0.63
C -6.1809 -5.0083 -0.3987 0.369 0.101 -0.027 -0.37
C -6.2831 -5.0921 0.9916 0.000 0.069 -0.019 -0.66
C -5.4658 -4.2954 1.7976 0.185 -0.003 -0.124 -0.57
C -4.5849 -3.3732 1.2255 -0.254 -0.232 -0.090 -0.28
O -4.5627 0.0052 -1.8350 -0.006 -0.128 -0.189 -0.19
C -4.6045 -0.5868 -3.0999 -0.067 -0.044 0.508 0.63
C -5.7588 -0.3985 -3.8589 0.351 -0.211 0.087 -0.58
C -5.8648 -1.0681 -5.0793 0.113 0.175 0.182 -0.43
C -4.8375 -1.9063 -5.5150 0.001 -0.087 -0.108 -0.66
C -3.6779 -2.0466 -4.7520 0.110 0.210 0.157 -1.15
C -3.5384 -1.3585 -3.5449 -0.094 -0.054 -0.376 0.11
Pd -1.8643 0.3426 0.1310 0.783 0.062 0.040 0.03
P -1.6903 1.2925 2.2285 0.049 1.063 1.021 -0.23
O -2.5835 2.5991 2.6429 -0.262 -0.275 0.080 0.18
C -2.6709 3.3263 3.8557 0.261 -0.621 -0.368 0.23
C -2.6061 4.7110 3.7844 0.225 -0.097 -0.031 -0.15
C -2.5366 5.4419 4.9705 -0.204 -0.204 -0.135 -0.56
C -2.5482 4.7810 6.2009 0.156 0.077 0.113 -0.56
C -2.6689 3.3914 6.2461 -0.310 0.039 -0.190 -0.86
C -2.8158 2.6588 5.0657 0.247 0.123 0.145 -0.26
O -1.9494 0.2236 3.4339 0.071 -0.269 -0.358 0.30
C -0.9536 -0.3656 4.2303 -0.029 0.477 -0.059 0.68
C -1.1591 -0.3359 5.6043 0.402 0.115 -0.146 -0.58
C -0.0702 -0.6058 6.4335 -0.267 -0.276 -0.140 -0.61
C 1.1606 -0.9616 5.8813 0.123 0.082 0.058 -0.75
C 1.3035 -1.0834 4.4965 -0.148 -0.246 -0.060 -0.57
C 0.2195 -0.8342 3.6523 0.140 0.002 0.425 -0.29
O -0.1805 1.7990 2.5530 0.180 0.003 -0.138 0.34
C 0.3006 3.1099 2.6335 -0.324 -0.428 0.279 0.65
C 1.0075 3.4228 3.7904 -0.312 0.287 -0.151 -0.68
C 1.3426 4.7586 4.0125 0.070 -0.407 -0.107 -0.50
C 1.0280 5.7241 3.0563 -0.025 0.162 -0.061 -0.63
C 0.4065 5.3621 1.8596 0.040 -0.164 -0.030 -0.65
C 0.0420 4.0325 1.6294 0.115 0.193 0.224 0.23
C -0.6653 1.4823 -1.3268 0.401 -0.286 -0.043 -1.21
C -1.5345 2.1064 -2.3331 -0.231 -0.101 -0.012 0.07
C -2.2449 3.2763 -2.0053 0.227 -0.098 -0.182 0.19
C -3.0132 3.9217 -2.9710 -0.010 -0.146 -0.041 -0.89
C -3.1557 3.3576 -4.2451 0.121 -0.185 0.289 -0.50
C -2.5587 2.1229 -4.5288 0.151 0.053 -0.005 -0.68
C -1.7230 1.5166 -3.5948 -0.230 0.062 0.141 -0.17
C -0.2716 0.1217 -1.3546 0.318 -0.131 -0.347 0.19
C 0.2339 -0.4218 -0.1595 0.232 0.837 -0.164 -1.35
C -5.4522 1.2672 2.2531 0.078 0.092 -0.334 -0.23
C -5.7887 2.5829 2.5655 -0.304 -0.264 0.174 -0.42
H -6.7086 4.4137 1.8967 0.070 -0.407 -0.150 0.41
H -7.4301 3.4325 -0.2872 0.047 -0.163 0.187 0.42
H -6.9273 1.0437 -0.8146 0.414 0.175 0.117 0.43
H -5.1773 -4.0127 -2.0699 -0.197 0.069 0.271 0.43
H -6.7744 -5.6593 -1.0387 0.120 0.125 0.183 0.38
H -6.9937 -5.7899 1.4436 0.311 0.253 -0.146 0.36
H -5.5000 -4.3816 2.8834 -0.024 -0.050 -0.279 0.39
H -3.8970 -2.7827 1.8313 -0.353 -0.012 -0.109 0.45
H -6.5417 0.2513 -3.4676 0.150 -0.234 -0.170 0.31
H -6.7600 -0.9273 -5.6806 0.176 -0.092 0.072 0.40
H -4.9375 -2.4491 -6.4587 0.033 0.207 0.344 0.41
H -2.8582 -2.6871 -5.0760 -0.246 0.154 -0.058 0.48
H -2.6150 -1.4128 -2.9627 -0.401 -0.161 -0.149 0.46
H -2.5782 5.1774 2.8006 0.102 -0.024 0.297 0.42
H -2.4662 6.5277 4.9167 -0.025 -0.264 0.090 0.41
H -2.4704 5.3583 7.1274 0.025 -0.258 -0.357 0.38
H -2.6580 2.8534 7.1946 -0.151 0.249 -0.185 0.41
H -3.0192 1.5901 5.0810 0.279 0.377 -0.030 0.56
H -2.1400 -0.0641 5.9906 0.351 0.021 0.005 0.51
H -0.2085 -0.5335 7.5106 0.142 -0.092 -0.192 0.40
H 2.0109 -1.1568 6.5407 -0.287 0.100 -0.295 0.39
H 2.2584 -1.3629 4.0502 -0.233 -0.016 0.177 0.56
H 0.2908 -0.9849 2.5744 0.088 0.291 0.308 0.24
H 1.2247 2.6169 4.4931 -0.084 0.329 -0.096 0.43
H 1.8496 5.0208 4.9402 -0.097 0.062 -0.272 0.43
H 1.2776 6.7698 3.2443 -0.058 -0.314 -0.095 0.39
H 0.1870 6.1088 1.0946 0.117 -0.155 0.263 0.43
H -0.4495 3.7200 0.7052 0.056 0.186 0.371 -0.27
H -0.1005 2.1452 -0.6664 -0.345 -0.149 0.065 0.97
H -2.1989 3.6448 -0.9786 0.080 0.110 -0.315 0.29
H -3.5063 4.8628 -2.7270 0.074 -0.278 -0.070 0.42
H -3.7424 3.8689 -5.0102 0.115 -0.189 0.270 0.40
H -2.7361 1.6287 -5.4862 0.114 0.233 0.253 0.38
H -1.2299 0.5690 -3.8183 -0.151 0.380 -0.101 0.49
H -0.3834 -0.4837 -2.2447 -0.382 -0.223 0.238 0.94
H 0.8809 0.1926 0.4684 -0.305 -0.110 0.105 0.51
H 0.2789 -1.4990 -0.0271 0.105 0.118 -0.149 0.06
H -4.9615 0.6072 2.9674 0.139 0.251 -0.236 0.49
H -5.5187 2.9731 3.5456 -0.094 -0.017 -0.219 0.54
C 2.8594 -5.1263 0.9921 0.030 -0.144 0.231 -1.24
C 2.4394 -4.2588 -0.1596 0.335 0.195 0.001 -0.05
O 3.2008 -3.0404 -0.0990 -0.809 -1.095 -0.048 -0.28
C 2.8904 -2.2131 -1.1388 2.240 2.650 0.388 0.78
C 3.7373 -1.0573 -1.1297 0.237 -2.314 1.821 -0.16
F 3.4506 -0.0918 -2.0011 -0.202 1.663 -1.144 -0.40
S 5.0105 -0.7298 0.1066 -1.465 -0.279 -2.198 1.39
C 5.8736 0.6688 -0.6044 0.066 0.366 -0.129 -0.12
C 7.0692 0.4726 -1.3004 -0.205 0.093 -0.019 -0.29
C 7.7051 1.5614 -1.9013 -0.092 -0.006 0.178 -0.54
C 7.1663 2.8455 -1.7799 -0.130 -0.161 0.064 -0.37
C 5.9793 3.0343 -1.0648 0.003 -0.115 0.088 -0.60
C 5.3329 1.9481 -0.4712 0.218 -0.011 -0.147 -0.31
O 4.3653 -0.2675 1.3174 0.451 -0.001 0.583 -0.59
O 5.9675 -1.8122 0.1145 -0.058 0.044 0.718 -0.74
O 1.9992 -2.4282 -1.9502 -0.967 -0.434 -0.364 -0.78
H 2.3733 -6.0975 0.9001 -0.017 -0.083 0.052 0.41
H 3.9403 -5.2815 0.9988 -0.077 0.062 -0.005 0.31
H 2.5581 -4.6865 1.9453 0.104 0.001 -0.011 0.23
H 2.6374 -4.7558 -1.1174 -0.160 0.110 0.140 0.31
H 1.3700 -4.0199 -0.1022 0.123 -0.115 -0.128 0.15
H 7.4933 -0.5281 -1.3629 -0.184 0.202 -0.012 0.44
H 8.6283 1.3921 -2.4584 -0.245 0.131 0.178 0.35
H 7.6729 3.7001 -2.2343 -0.174 -0.281 0.113 0.35
H 5.5455 4.0299 -0.9547 0.198 -0.244 -0.070 0.36
H 4.4199 2.0860 0.1059 0.181 -0.052 -0.154 0.50